Record 1
C11H12F2O2 in the gas phase at a distorted geometry, computed with ωB97M-V/def2-TZVPD.

Properties
frontier orbital gap (alpha / beta)	8.85 / 6.91	eV
spin multiplicity	1
total charge	0

Element x y z (Å)
C -2.1725 -2.3945 -0.2128
C -2.6604 -1.1542 -0.6006
C -0.8324 -2.4634 0.2107
C -1.8577 -0.0616 -0.6222
C -0.0403 -1.3172 0.2099
C -0.5320 -0.0963 -0.2230
C 1.3936 -1.4222 0.6447
C 0.2700 1.0686 -0.4415
C 2.1618 -0.8356 -0.4978
C -0.2303 3.3820 0.5988
C 0.7513 2.1117 0.4939
O 1.5617 -0.8400 1.9294
O 0.3854 1.4328 -1.7763
F 3.5315 -0.9368 -0.5260
F 1.8134 -1.4600 -1.6586
H -2.5879 -3.2931 -0.4719
H -3.7574 -1.1027 -0.9427
H -0.4392 -3.5279 0.2884
H -2.3715 0.9578 -0.5876
H 1.7147 -2.5467 0.6773
H -1.1930 3.0582 0.8027
H -0.1847 3.9152 -0.3260
H 0.0544 4.0580 1.4260
H 0.7806 1.6956 1.5218
H 1.6928 2.5822 0.0174
H 2.2284 -1.3418 2.3722
H 0.5196 0.5318 -2.3061

Atomic forces in eV per Å
C 2.908 1.974 -0.084
C -2.903 -1.382 -0.659
C -0.817 -1.237 -0.877
C -1.496 2.865 1.216
C 0.544 -1.073 0.916
C -0.754 -0.984 0.357
C 0.457 -2.242 -0.049
C 2.541 0.502 -1.317
C 1.050 0.645 -0.680
C 2.297 -0.598 0.292
C -0.246 1.927 -0.043
O -0.378 0.482 -1.061
O 0.172 -2.677 -0.847
F -0.915 0.377 0.963
F -0.543 0.318 0.011
H -1.727 -1.951 -0.121
H 1.819 0.171 0.602
H -0.074 1.756 0.435
H 0.878 -1.344 -1.019
H -0.672 1.575 0.098
H -2.059 -0.573 0.251
H -0.187 0.429 -0.568
H 0.189 -0.404 -0.427
H 0.777 0.163 -0.750
H -0.994 -1.230 1.354
H 0.734 -0.327 0.526
H -0.601 2.836 1.479

Table of natural (NBO) atomic charges, one value per atom, all in e: C -0.21; C -0.20; C -0.17; C -0.18; C -0.02; C -0.16; C -0.03; C 0.40; C 0.65; C -0.59; C -0.49; O -0.70; O -0.69; F -0.35; F -0.37; H 0.21; H 0.22; H 0.22; H 0.22; H 0.17; H 0.19; H 0.21; H 0.21; H 0.25; H 0.24; H 0.48; H 0.50

---

Record 2
C11H12F3N6O4ReS as an isolated structure at a distorted geometry, computed with ωB97M-V/def2-TZVPD.

Properties
frontier orbital gap (alpha / beta)	6.07 / 6.74	eV
expectation value of S²	0.776
spin multiplicity	2
total charge	+1

Element x y z (Å)
Re -0.7807 0.7049 0.6655
C 3.3467 -0.2413 -0.2924
C 1.9102 0.0987 -0.3169
N 1.2678 0.5158 0.7561
N 1.9513 0.7090 1.8621
C 1.3154 0.9733 2.9674
N 1.9834 1.1808 4.0930
S -0.4399 1.0256 3.0258
C 1.0947 -0.0676 -1.5030
C 1.5601 -0.5984 -2.7086
C 0.6816 -0.7403 -3.7702
C -0.6334 -0.3225 -3.6188
C -1.0297 0.1858 -2.3918
N -0.2007 0.2945 -1.3642
H 3.7282 -0.1215 0.7159
H 3.9145 0.3912 -0.9724
H 3.4735 -1.2771 -0.6047
H 2.9925 1.1572 4.0910
H 1.4980 1.4235 4.9419
H 2.5867 -0.9135 -2.7961
H 1.0126 -1.1724 -4.7023
H -1.3484 -0.4026 -4.4218
H -2.0447 0.5230 -2.2358
N -2.9912 1.1255 0.7130
N -3.1422 2.5020 0.4092
C -2.0072 3.3516 0.4553
O -2.1711 4.5383 0.4789
O -0.8807 2.7163 0.4299
H -3.5055 0.5607 0.0276
H -3.3703 0.8886 1.6410
H -4.0187 2.9533 0.6465
F -0.7879 -4.4425 1.5974
C -1.0717 -3.7066 0.5265
F -2.4013 -3.6320 0.4178
F -0.6197 -4.3464 -0.5566
C -0.4126 -2.2931 0.5931
O 0.7790 -2.1893 0.3974
O -1.2382 -1.3512 0.8050

Atomic forces in eV per Å
Re 1.211 0.936 2.489
C 0.062 -0.041 0.096
C 0.065 0.317 0.914
N -1.193 0.036 -1.647
N 1.893 0.228 1.643
C -0.425 -0.279 -1.367
N 0.150 0.125 0.419
S -1.170 -0.449 -0.996
C -0.050 -0.163 -0.455
C -0.126 0.207 0.432
C -0.103 0.106 0.178
C 0.010 0.066 0.243
C -0.307 -0.147 -0.931
N -0.774 0.034 0.460
H 0.051 -0.016 -0.082
H 0.021 0.078 -0.102
H 0.003 -0.101 -0.028
H -0.122 0.004 -0.038
H 0.072 -0.053 -0.103
H 0.098 0.008 0.019
H 0.061 -0.009 -0.053
H -0.042 0.010 -0.053
H -0.038 -0.034 0.026
N -0.010 -0.285 -0.011
N 0.013 0.090 -0.089
C -2.159 0.658 0.146
O 0.314 -0.233 -0.032
O 1.828 -2.796 -0.534
H 0.130 0.276 0.255
H 0.182 0.210 -0.398
H 0.137 -0.212 0.031
F 0.160 0.159 0.108
C -0.152 -0.137 -0.176
F -0.044 0.151 0.052
F 0.112 0.070 0.022
C 1.368 -1.408 -0.489
O -0.338 -0.476 0.053
O -0.887 3.069 0.000

Table of natural (NBO) atomic charges, one value per atom, all in e: Re 1.40; C -0.70; C 0.38; N -0.26; N -0.40; C 0.31; N -0.74; S 0.03; C 0.17; C -0.19; C -0.11; C -0.21; C 0.09; N -0.49; H 0.28; H 0.26; H 0.26; H 0.43; H 0.42; H 0.25; H 0.25; H 0.25; H 0.21; N -0.63; N -0.52; C 0.87; O -0.55; O -0.66; H 0.40; H 0.40; H 0.41; F -0.30; C 0.89; F -0.31; F -0.31; C 0.71; O -0.60; O -0.69